Entry 1:
{
  "formula": "C4H9NO2",
  "method": "ωB97M-V/def2-TZVPD",
  "homo_lumo_gap_ev": 10.059,
  "total_energy_ev": -9878.0614,
  "lumo_energy_ev": 0.752,
  "de_lowest_kj_mol": 192.89,
  "smiles": "CC(C)(O)C(N)=O",
  "homo_energy_ev": -9.307,
  "symbols": ["C", "C", "C", "C", "N", "O", "O", "H", "H", "H", "H", "H", "H", "H", "H", "H"],
  "coordinates": [[-0.18661, 0.12692, -0.28890], [0.91635, 0.91576, -0.93919], [-1.57244, 0.67359, -0.50501], [0.09479, -0.29624, 1.13876], [1.20989, -1.05851, 1.40358], [-0.22556, -1.42685, -0.62868], [-0.42293, 0.36517, 2.03619], [-0.69685, -2.17259, -0.24502], [1.57832, -1.64828, 0.67360], [1.40385, -1.25643, 2.37169], [-2.32451, 0.02598, -0.05928], [0.94855, 0.66553, -1.99976], [1.90576, 0.66672, -0.55910], [0.76993, 1.98445, -0.80510], [-1.63441, 1.64858, -0.02175], [-1.76411, 0.78620, -1.57203]],
  "forces_ev_per_a": [[-1.30, -4.05, 1.80], [0.55, -1.13, -0.68], [0.21, 0.19, 0.14], [1.45, 4.14, 1.94], [-0.55, -0.14, -0.50], [1.51, 0.91, -3.74], [-0.47, -1.18, 0.09], [-0.67, 1.10, 0.74], [-0.14, -0.06, 0.27], [-0.02, 0.06, -0.11], [0.06, 0.02, -0.02], [-0.17, 0.25, -0.16], [-0.09, -0.08, 0.22], [-0.31, -0.05, 0.03], [-0.07, 0.04, -0.03], [0.01, -0.03, 0.00]],
  "lowdin_charge": [-0.41, 0.00, -0.03, -0.51, 0.16, -0.11, 0.05, 0.09, 0.10, 0.11, 0.09, 0.10, 0.08, 0.10, 0.09, 0.09]
}

Entry 2:
{
  "formula": "C4H12N4",
  "method": "ωB97M-V/def2-TZVPD",
  "homo_lumo_gap_ev": 8.466,
  "total_energy_ev": -10297.4913,
  "lumo_energy_ev": 0.702,
  "de_lowest_kj_mol": 557.72,
  "smiles": "[H]/N=C(/CNC)N(C)N",
  "homo_energy_ev": -7.763,
  "symbols": ["C", "C", "C", "C", "H", "H", "H", "H", "H", "H", "H", "H", "H", "H", "H", "H", "N", "N", "N", "N"],
  "coordinates": [[-1.01191, 2.07641, -0.49633], [0.37066, 0.18465, -1.41813], [-0.05206, -0.99274, -0.53626], [0.13872, -1.96255, 1.63334], [-1.49800, 1.76259, 0.59576], [-0.74285, 3.23091, -0.48923], [-1.85871, 1.64803, -1.29753], [0.83567, 2.28346, -1.52972], [1.51423, 0.03843, -1.83174], [-0.10053, 0.31895, -2.52354], [-0.90711, -2.57734, -0.44248], [-0.95416, -2.32247, 1.14953], [0.92824, -2.71159, 1.53349], [0.03165, -1.62078, 2.75036], [0.89192, 0.76059, 2.19855], [1.10495, 0.96280, 0.45050], [0.43729, 1.60654, -0.72307], [-0.65164, -1.93688, -1.08942], [0.28149, -0.88073, 0.78869], [1.24215, 0.13170, 1.27721]],
  "forces_ev_per_a": [[-0.55, 0.66, 0.95], [3.23, 2.14, -3.19], [1.24, 3.08, 0.26], [-3.85, -1.21, 1.02], [1.79, 0.71, -2.75], [-1.88, -2.14, -0.06], [2.57, 1.51, 1.76], [-1.13, -2.10, 2.46], [-2.46, -0.04, 1.55], [0.12, -0.78, 3.05], [-0.86, -3.06, 2.01], [2.66, -0.19, 2.51], [-0.16, -0.19, 0.05], [0.04, -0.74, -2.20], [0.16, -2.66, -2.90], [0.73, -1.87, 2.45], [-1.87, -0.40, -4.01], [-0.26, 1.09, -3.15], [1.30, 3.12, 0.49], [-0.82, 3.08, -0.30]],
  "lowdin_charge": [-0.15, -0.15, -0.47, -0.11, 0.11, 0.09, 0.12, 0.16, 0.15, 0.14, -0.04, 0.14, 0.08, 0.11, 0.13, 0.04, -0.21, 0.14, -0.26, -0.01]
}

Entry 3:
{
  "formula": "C55H50Cl2N5O8TeW",
  "method": "ωB97M-V/def2-TZVPD",
  "spin_multiplicity": 4,
  "homo_lumo_gap_ev": [5.137, 5.430],
  "total_energy_ev": -115839.3956,
  "lumo_energy_ev": [-0.668, -2.551],
  "homo_energy_ev": [-5.805, -7.981],
  "symbols": ["W", "O", "C", "C", "O", "C", "C", "O", "C", "O", "O", "C", "O", "C", "C", "C", "C", "C", "C", "C", "N", "C", "C", "N", "C", "C", "C", "C", "N", "C", "C", "N", "C", "C", "C", "C", "H", "H", "H", "H", "H", "H", "H", "H", "H", "H", "H", "H", "H", "H", "O", "H", "H", "C", "C", "C", "C", "C", "C", "H", "H", "H", "H", "H", "H", "H", "H", "H", "Cl", "C", "Cl", "H", "H", "C", "C", "C", "C", "C", "C", "Te", "N", "C", "O", "C", "C", "C", "C", "C", "C", "C", "C", "C", "C", "C", "C", "C", "C", "C", "C", "H", "H", "H", "H", "H", "H", "H", "H", "H", "H", "H", "H", "H", "H", "H", "H", "H", "H", "H", "H", "H", "H", "H"],
  "coordinates": [[0.42966, -0.22653, 0.45476], [-4.85955, -2.93651, 1.59107], [-3.81901, -2.34440, 1.57459], [-3.63868, -0.82963, 1.33790], [-4.51481, -0.01667, 1.19569], [-2.16848, -0.65635, 1.31273], [-1.51022, -1.83915, 1.57050], [-0.18352, -1.77256, 1.62096], [-2.42337, -2.96453, 1.76427], [-2.19083, -4.12624, 2.00872], [-1.44520, 0.39085, 1.15362], [-6.24165, 0.92775, -11.67819], [-5.87742, -0.26046, -10.99651], [-5.23564, -0.13374, -9.81095], [-4.90965, 1.08213, -9.22240], [-4.24387, 1.09260, -8.00202], [-3.89772, -0.08523, -7.35938], [-4.23719, -1.30031, -7.96194], [-4.89619, -1.32622, -9.16878], [-3.20229, -0.10557, -6.06651], [-2.85275, -1.19108, -5.41937], [-2.25280, -0.74657, -4.26846], [-2.23667, 0.62162, -4.21849], [-2.85156, 1.02821, -5.38045], [-1.67020, 1.37008, -3.13867], [-1.67907, 2.76556, -3.02071], [-1.10874, 3.33917, -1.91456], [-0.48695, 2.51935, -0.97067], [-0.43337, 1.20607, -1.08504], [-1.06939, 0.61842, -2.11903], [-1.11676, -0.82731, -2.14010], [-0.56455, -1.45260, -1.08535], [-0.50101, -2.77849, -1.09535], [-1.04841, -3.54872, -2.12029], [-1.66364, -2.92444, -3.17767], [-1.68798, -1.52596, -3.20344], [-6.73543, 0.61100, -12.59155], [-5.36223, 1.52465, -11.93079], [-6.93274, 1.52947, -11.08341], [-5.16363, 2.01933, -9.69409], [-4.00438, 2.05625, -7.56724], [-3.97282, -2.21981, -7.45746], [-5.16447, -2.26087, -9.64312], [-3.00151, 1.97341, -5.68214], [-2.13354, 3.38239, -3.78644], [-1.11599, 4.40935, -1.76462], [0.00041, 2.94760, -0.10705], [0.00338, -3.23549, -0.25491], [-0.98255, -4.62593, -2.06404], [-2.11129, -3.47844, -3.99196], [2.52094, -2.28397, 1.22040], [2.44455, -2.97087, 1.89072], [3.20993, -1.66566, 1.53138], [3.64632, 0.39566, -3.95400], [3.95511, -0.59513, -2.82248], [5.28621, -0.21900, -2.15935], [4.02129, -2.02233, -3.37626], [2.87684, -0.51096, -1.82049], [1.97260, -0.42051, -1.01395], [4.44514, 0.38251, -4.70098], [3.56145, 1.40717, -3.55252], [2.70451, 0.13827, -4.44231], [6.09684, -0.25353, -2.89307], [5.51828, -0.90911, -1.34671], [5.23389, 0.78962, -1.74385], [4.80485, -2.09928, -4.13525], [3.06819, -2.30273, -3.82750], [4.24011, -2.73012, -2.57579], [0.02534, 2.94761, 2.35817], [-1.21756, 4.17753, 2.55282], [-0.57517, 5.82565, 2.37012], [-1.64017, 4.08210, 3.54560], [-1.96799, 4.02157, 1.78628], [0.90197, -3.35236, 9.63843], [1.12619, -2.79173, 8.25941], [2.17863, -1.92408, 7.99757], [2.37421, -1.36840, 6.73796], [3.60106, -0.51346, 6.50033], [1.45480, -1.67225, 5.72535], [1.54995, -0.47137, 3.94124], [1.70659, 0.73889, 1.48365], [3.04975, 0.83769, 1.46343], [3.79778, 0.03513, 2.06225], [3.70546, 1.95486, 0.70100], [3.04248, 2.66345, -0.29173], [3.70537, 3.63600, -1.02465], [5.04286, 3.90976, -0.76514], [5.71052, 3.20645, 0.22854], [5.04456, 2.23045, 0.95522], [-0.18382, 0.51197, 4.67016], [-1.43418, -0.00633, 4.37658], [-2.58330, 0.65673, 4.78309], [-2.46878, 1.83477, 5.50270], [-1.21206, 2.33186, 5.82116], [-0.04843, 1.68987, 5.40996], [1.29188, 2.26547, 5.78326], [0.45078, -2.62267, 5.93103], [-0.43929, -3.14404, 4.82873], [0.29653, -3.15456, 7.20653], [1.62560, -2.95620, 10.34941], [0.98802, -4.44029, 9.63412], [-0.09961, -3.10602, 9.99422], [2.87070, -1.66935, 8.79359], [4.05940, -0.22748, 7.44574], [3.38549, 0.39722, 5.94123], [4.34126, -1.07104, 5.92172], [2.01551, 2.41898, -0.50866], [3.17948, 4.17745, -1.80186], [5.56091, 4.67164, -1.33459], [6.75388, 3.41404, 0.43091], [5.55525, 1.65773, 1.71749], [-1.52609, -0.93395, 3.83622], [-3.55572, 0.25382, 4.52870], [-3.35634, 2.36586, 5.82304], [-1.12504, 3.24101, 6.40606], [1.20213, 3.31498, 6.05823], [2.00243, 2.19585, 4.95538], [1.71058, 1.72557, 6.63615], [-0.17089, -2.75102, 3.84781], [-1.48836, -2.91475, 5.02323], [-0.35813, -4.22978, 4.76819], [-0.49725, -3.87634, 7.37487]],
  "forces_ev_per_a": [[1.44, 1.54, -2.04], [0.00, 0.02, 0.04], [0.01, 0.04, -0.04], [0.32, -0.27, -0.07], [-0.01, 0.11, 0.03], [-0.43, -0.01, 0.56], [-0.39, -0.26, 0.34], [-0.15, -1.03, 0.13], [0.21, 0.33, -0.07], [0.09, -0.08, 0.03], [-1.17, 0.60, 0.23], [0.00, -0.03, 0.01], [-0.02, 0.02, -0.01], [0.01, 0.03, 0.00], [0.03, 0.01, 0.04], [-0.02, 0.05, -0.05], [0.05, -0.02, 0.11], [0.01, -0.03, 0.01], [0.00, -0.03, -0.01], [-0.08, 0.05, -0.09], [0.03, 0.00, 0.09], [0.02, -0.22, -0.01], [-0.02, 0.24, 0.01], [0.02, -0.02, 0.05], [-0.12, 0.09, -0.21], [0.00, -0.11, -0.08], [0.10, -0.07, 0.10], [0.20, 0.36, 0.03], [0.09, -0.64, 0.30], [-0.11, -0.22, -0.20], [0.08, 0.37, -0.08], [-0.19, -0.40, 0.02], [0.06, -0.16, -0.03], [0.06, 0.02, 0.05], [-0.02, 0.07, -0.04], [-0.09, -0.09, -0.26], [0.00, -0.01, -0.01], [0.01, 0.00, 0.00], [-0.01, 0.00, 0.01], [0.00, 0.00, 0.00], [0.00, 0.00, -0.01], [-0.01, 0.00, -0.02], [0.01, 0.00, 0.01], [-0.02, -0.01, -0.01], [-0.03, -0.02, 0.02], [0.03, -0.01, 0.01], [-0.02, -0.02, 0.01], [-0.04, -0.01, 0.04], [0.00, 0.01, 0.03], [0.01, 0.01, 0.01], [0.08, -0.26, 0.21], [0.04, -0.03, -0.01], [-0.05, 0.09, -0.09], [0.05, 0.00, -0.01], [-0.14, 0.09, 0.13], [0.02, 0.01, -0.02], [0.05, -0.01, -0.01], [-0.08, 0.04, -0.21], [0.08, -0.22, 0.50], [-0.02, -0.01, 0.01], [0.01, 0.00, -0.02], [0.01, 0.00, 0.00], [-0.01, -0.01, 0.02], [0.00, 0.01, 0.00], [0.01, -0.01, 0.00], [-0.01, 0.00, 0.01], [0.01, 0.00, -0.01], [-0.01, 0.00, -0.01], [0.12, 0.23, 0.08], [-0.03, 0.01, 0.02], [-0.03, -0.04, 0.00], [-0.03, 0.03, 0.01], [-0.04, 0.00, 0.02], [0.01, -0.01, -0.07], [-0.01, -0.03, 0.01], [0.01, 0.02, 0.00], [0.07, 0.07, -0.01], [-0.13, -0.10, -0.05], [0.16, -0.16, -0.06], [-0.13, -0.18, 0.58], [0.22, -0.06, -0.01], [-0.22, -0.09, -0.12], [-0.02, -0.02, 0.17], [-0.04, 0.06, 0.10], [0.02, 0.04, 0.02], [0.01, -0.01, 0.03], [-0.05, 0.02, 0.00], [-0.01, 0.00, 0.00], [0.06, 0.02, -0.01], [0.01, 0.22, -0.10], [-0.04, -0.03, 0.04], [0.03, 0.00, 0.00], [0.02, -0.01, 0.01], [-0.03, 0.00, 0.05], [0.08, 0.04, -0.04], [-0.08, -0.11, -0.03], [-0.06, -0.05, -0.04], [0.04, 0.10, 0.11], [0.02, -0.01, 0.00], [-0.01, 0.00, 0.00], [0.00, 0.01, 0.01], [0.01, 0.00, 0.01], [-0.01, -0.01, 0.00], [0.00, 0.01, -0.01], [0.04, 0.03, 0.05], [0.01, 0.01, 0.02], [0.00, -0.01, -0.02], [0.02, -0.01, -0.01], [0.00, -0.02, 0.00], [-0.01, 0.00, 0.01], [-0.01, -0.01, -0.01], [-0.01, 0.03, -0.10], [0.01, 0.01, 0.00], [0.01, -0.01, 0.01], [-0.01, 0.01, -0.03], [0.01, 0.00, -0.01], [0.01, 0.07, -0.01], [0.01, 0.03, 0.00], [-0.02, -0.02, -0.02], [0.00, 0.00, -0.02], [0.01, 0.00, -0.02], [0.02, 0.00, 0.01]],
  "lowdin_spin": [1.44, 0.01, 0.00, 0.00, 0.01, 0.01, 0.00, 0.09, 0.01, 0.01, 0.06, 0.00, 0.00, 0.00, 0.00, 0.00, 0.00, 0.00, 0.00, 0.00, 0.00, 0.00, 0.00, 0.00, 0.00, 0.01, 0.00, 0.01, 0.01, 0.01, 0.02, 0.01, 0.03, 0.00, 0.03, 0.00, 0.00, 0.00, 0.00, 0.00, 0.00, 0.00, 0.00, 0.00, 0.00, 0.00, 0.00, 0.00, 0.00, 0.00, 0.04, 0.00, 0.00, 0.01, 0.01, 0.00, 0.00, 0.07, 0.02, 0.00, 0.00, 0.00, 0.00, 0.00, 0.00, 0.00, 0.00, 0.00, 0.00, 0.00, 0.00, 0.00, 0.00, 0.00, 0.00, 0.00, 0.02, 0.02, 0.04, 0.64, 0.05, 0.04, 0.04, 0.00, 0.00, 0.00, 0.00, 0.00, 0.00, 0.04, 0.01, 0.00, 0.00, 0.00, 0.01, 0.02, 0.01, 0.02, 0.00, 0.00, 0.00, 0.00, 0.00, 0.00, 0.01, 0.00, 0.00, 0.00, 0.00, 0.00, 0.00, 0.00, 0.00, 0.00, 0.00, 0.00, 0.01, 0.00, 0.01, 0.00, 0.00, 0.00]
}